Entry from the OMol25 dataset: a molecular structure, C32H67AlNOS2 (ωB97M-V with the def2-TZVPD basis set).

The geometry in XYZ format:
```
104
C32H67AlNOS2, DFT ωB97M-V with the def2-TZVPD basis set
S -3.84 -1.23 -0.08
S -3.17 0.47 2.25
Al 1.19 -2.56 3.64
O 5.42 -3.21 -0.76
N -3.02 1.24 -0.34
C 3.91 2.40 0.27
C -1.52 5.62 -5.29
C -4.40 1.81 -2.31
C -1.05 -4.65 3.70
C -2.52 -1.07 2.90
C -2.00 2.19 0.18
C -0.29 1.89 2.09
C 0.04 -0.96 3.13
C 4.03 -3.40 -1.01
C -1.33 -0.83 3.84
C 2.66 -1.34 -1.70
C -3.32 0.19 0.53
C -0.64 -5.09 2.28
C -3.69 5.02 -4.04
C -0.48 5.17 -4.27
C -0.11 -2.98 -0.88
C -0.45 -4.28 -0.16
C 1.50 -1.91 -2.56
C -3.36 4.13 -2.84
C 2.16 1.75 2.86
C -1.01 -4.04 1.25
C 5.77 -3.37 0.60
C -2.82 4.82 -5.28
C -0.72 1.50 0.67
C 2.84 0.74 1.92
C 0.15 -4.09 4.49
C -4.25 1.95 -0.80
C 4.11 1.25 1.26
C 1.09 2.60 2.17
C 3.17 -2.22 -0.56
C 0.84 -3.19 -2.07
C -3.39 2.62 -3.12
H 2.37 -2.58 0.08
H -2.37 4.40 -2.48
H 0.63 -0.07 3.34
H 4.97 -3.84 1.17
H -0.10 -0.96 2.04
H -2.09 -3.93 1.21
H 0.88 -4.90 4.58
H -0.14 -3.83 5.51
H 1.70 1.18 3.66
H -4.74 4.88 -4.29
H 3.03 2.20 -0.33
H -2.59 3.77 -5.45
H -1.84 -3.90 3.64
H -1.44 -5.52 4.23
H 3.51 -1.11 -2.34
H 4.78 2.53 -0.36
H -4.04 4.40 -2.03
H 0.43 -4.92 -0.09
H 2.90 2.40 3.32
H 3.11 -0.13 2.52
H -0.61 -3.09 1.59
H -5.42 2.04 -2.63
H 3.71 -4.31 -0.50
H -3.31 -1.64 3.39
H -0.82 0.43 0.57
H -3.59 6.06 -3.73
H 1.55 -3.97 -1.82
H 3.70 3.32 0.81
H -4.21 0.76 -2.51
H 0.24 -3.59 -2.89
H 0.42 -5.33 2.25
H 0.08 1.79 -0.01
H 0.73 -1.15 -2.63
H 2.41 -2.05 4.60
H 2.33 -0.40 -1.26
H -1.07 5.51 -6.28
H -2.19 -1.68 2.07
H -1.42 0.14 4.32
H -1.20 -4.79 -0.77
H -2.44 2.84 0.94
H -2.41 2.19 -2.95
H -1.42 -1.60 4.61
H -1.76 2.83 -0.67
H -0.38 4.09 -4.27
H 0.34 -2.28 -0.18
H 1.87 -2.05 -3.58
H -1.19 -6.01 2.04
H -1.73 6.68 -5.16
H -0.22 0.98 2.69
H -1.02 -2.51 -1.25
H 5.99 -2.40 1.05
H 3.90 -3.57 -2.08
H 0.50 5.57 -4.55
H -1.03 2.51 2.57
H 0.97 3.55 2.71
H 2.13 0.38 1.17
H -4.18 2.99 -0.50
H -5.12 1.52 -0.32
H -3.39 5.15 -6.15
H 1.39 2.86 1.16
H -3.61 2.45 -4.17
H -0.69 5.53 -3.27
H 6.65 -4.00 0.66
H 4.56 0.42 0.72
H 3.79 -1.60 0.07
H 4.82 1.55 2.04
H 1.89 -3.14 2.27
```

spin multiplicity = 1
Kohn-Sham gap = 0.2680 Ha
HOMO = -0.1834 Eh
charge = -1



Entry from the OMol25 dataset: a molecular structure, C19H32CdCl2F2O22S (ωB97M-V with the def2-TZVPD basis set).

The geometry in XYZ format:
```
79
C19H32CdCl2F2O22S, DFT ωB97M-V with the def2-TZVPD basis set
Cd -24.44 4.82 -15.80
Cl -28.34 5.30 -12.21
Cl -27.08 7.67 -11.15
S -26.02 6.79 -16.23
F -26.78 11.23 -16.05
F -29.25 3.97 -18.92
O -26.22 12.29 -19.82
O -23.92 0.99 -14.19
O -24.65 6.57 -16.68
O -32.64 5.70 -17.58
O -22.67 7.52 -13.18
O -23.48 5.62 -14.07
O -27.21 11.27 -18.14
O -22.49 4.56 -16.48
O -25.09 11.00 -18.39
O -30.69 5.65 -18.68
O -26.22 5.45 -15.65
O -24.65 3.13 -14.81
O -30.76 4.81 -16.60
O -20.74 6.00 -16.84
O -21.31 5.72 -13.13
O -25.51 3.93 -19.50
O -25.47 1.90 -18.88
O -20.43 3.80 -16.16
O -26.13 1.60 -13.99
O -26.22 7.82 -15.29
O -26.98 6.97 -17.29
O -24.90 3.59 -17.37
C -22.55 6.22 -13.52
C -25.13 5.29 -19.59
C -24.84 2.02 -14.34
C -23.88 8.26 -13.29
C -27.01 6.41 -12.43
C -29.43 5.17 -18.42
C -21.29 4.82 -16.48
C -25.45 9.94 -17.46
C -25.22 0.84 -17.92
C -20.25 6.53 -12.84
C -27.37 2.34 -14.06
C -19.04 3.97 -16.20
C -21.56 7.07 -17.12
C -26.84 10.36 -17.12
C -29.35 4.87 -16.88
C -24.30 -0.35 -13.83
C -26.18 11.57 -18.86
C -31.45 5.43 -17.62
C -25.24 3.15 -18.48
H -26.05 5.92 -12.57
H -27.30 3.15 -13.34
H -18.84 4.80 -15.52
H -28.23 1.71 -13.80
H -28.55 5.80 -18.58
H -28.95 5.67 -16.25
H -20.53 7.16 -12.00
H -25.45 9.01 -18.04
H -25.09 -0.43 -13.09
H -18.39 3.18 -15.81
H -20.99 7.99 -17.22
H -18.74 4.19 -17.23
H -23.95 9.21 -12.75
H -24.06 8.57 -14.32
H -25.95 0.82 -17.11
H -25.42 -0.05 -18.52
H -25.50 5.95 -18.80
H -19.80 7.08 -13.66
H -23.38 -0.83 -13.50
H -24.04 5.31 -19.54
H -27.50 2.81 -15.03
H -24.67 7.56 -13.02
H -27.16 7.07 -13.29
H -24.19 0.71 -17.59
H -28.68 4.02 -16.80
H -24.77 9.90 -16.61
H -24.46 -1.03 -14.66
H -27.53 9.52 -17.04
H -19.43 5.90 -12.49
H -22.29 6.97 -17.92
H -22.11 7.42 -16.24
H -25.48 5.76 -20.51
```

spin multiplicity = 1
Kohn-Sham gap = 0.3230 Ha
HOMO = -0.3284 Eh



Entry from the OMol25 dataset: a molecular structure, C41H37F5NiP2S (ωB97M-V with the def2-TZVPD basis set).

The geometry in XYZ format:
```
87
C41H37F5NiP2S, DFT ωB97M-V with the def2-TZVPD basis set
Ni 0.72 -0.92 1.38
S 0.08 0.42 5.64
P 1.72 0.48 -3.91
P -0.01 -1.77 -3.62
F -0.06 1.74 8.23
F -0.35 -2.08 11.02
F -0.43 0.63 10.72
F 0.26 -2.58 6.34
F -0.02 -3.71 8.83
C -0.91 2.87 4.58
C 2.94 0.69 -7.89
C 2.45 0.25 -6.66
C -1.74 -2.83 -5.64
C -2.69 -3.15 -0.80
C -0.24 -0.15 9.63
C -1.79 0.21 5.17
C -1.00 -2.07 -2.12
C -2.55 1.39 5.80
C -2.35 -2.33 0.29
C 3.18 2.05 -2.16
C -0.60 -3.01 -4.85
C -1.18 -1.52 0.26
C -0.49 2.68 3.34
C -0.26 -5.17 -5.97
C 0.10 -0.40 7.23
C 3.24 2.32 -5.65
C -2.29 2.70 5.11
C 2.02 -1.07 3.04
C -1.24 2.02 2.28
C 3.47 3.21 -1.41
C 3.57 1.93 -8.01
C 2.60 1.09 -5.54
C -2.15 -3.81 -6.55
C 3.71 2.72 -6.89
C 0.05 0.75 -4.54
C 0.16 -4.18 -5.06
C 1.33 4.14 -2.05
C -1.97 -3.07 -2.00
C -0.65 -1.25 -1.01
C -0.03 -2.37 8.68
C 0.11 -1.79 7.42
C 1.02 2.99 -2.79
C 2.54 4.25 -1.37
C -2.28 0.94 2.78
C -0.20 -1.54 9.79
C -0.08 0.39 8.36
C -0.81 -0.28 -4.28
C 1.97 1.97 -2.89
C -1.43 -4.99 -6.72
C -1.97 -0.05 3.77
H 4.19 3.68 -6.96
H 1.08 -4.32 -4.48
H -3.05 -3.66 -7.14
H -2.18 -3.74 -2.83
H -3.17 1.45 3.20
H -2.94 -2.37 1.21
H 1.95 -0.72 -6.56
H -2.22 1.46 6.85
H -3.60 1.10 5.73
H -3.49 -3.89 -0.72
H -0.23 1.68 -5.05
H -2.61 0.39 1.88
H -0.34 3.61 5.14
H -2.05 -0.72 5.71
H -0.94 -0.83 1.18
H -1.75 -5.76 -7.42
H -2.41 3.45 5.90
H 3.94 2.25 -8.97
H 4.43 3.27 -0.88
H -3.09 2.97 4.41
H 0.42 3.15 2.99
H -1.90 -0.22 -4.38
H -1.87 2.70 1.67
H 3.90 1.21 -2.19
H -0.53 1.65 1.52
H 2.15 -1.80 3.93
H 2.83 0.05 -8.75
H -2.31 -1.92 -5.55
H 1.85 -0.07 3.55
H 0.05 2.88 -3.27
H -1.59 -1.04 3.47
H 0.60 4.95 -2.01
H 0.12 -0.48 -1.11
H 0.32 -6.08 -6.08
H 2.78 5.15 -0.79
H 2.80 -1.08 2.26
H 3.37 2.94 -4.76
```

spin multiplicity = 3
Kohn-Sham gap (spin up / spin down) = 0.2780 / 0.2655 Ha
HOMO (spin up / spin down) = -0.2698 / -0.2781 Eh
<S²> = 2.014
energy relative to the best compared isomer or geometry (same formula, charge and spin) = 91.39 kcal/mol



Entry from the OMol25 dataset: C6H12O in the gas phase (ωB97M-V with the def2-TZVPD basis set).

The geometry in XYZ format:
```
19
C6H12O, DFT ωB97M-V with the def2-TZVPD basis set
O 1.23 -1.32 0.22
C 0.30 -0.39 0.69
C 1.72 -0.02 0.59
C -1.70 1.05 0.76
C -0.83 0.16 -0.14
C -1.62 -0.99 -0.74
C 2.44 0.35 -0.73
H -2.53 1.48 0.19
H 3.43 0.75 -0.51
H 1.86 1.01 -1.38
H -2.12 0.48 1.59
H -0.03 -0.82 1.64
H -1.12 1.88 1.18
H 2.60 -0.58 -1.32
H 2.20 0.06 1.59
H -2.43 -0.63 -1.38
H -0.95 -1.63 -1.34
H -0.41 0.78 -0.95
H -2.06 -1.61 0.05
```

SMILES = CC(C)[C@H]1O[C@H]1C
spin multiplicity = 1
Kohn-Sham gap = 0.3961 Ha
HOMO = -0.3549 Eh
energy relative to the best compared isomer or geometry (same formula, charge and spin) = 44.43 kcal/mol



Entry from the OMol25 dataset: a molecular structure, C9H13AlBrN2O2S2 (ωB97M-V with the def2-TZVPD basis set).

The geometry in XYZ format:
```
30
C9H13AlBrN2O2S2, DFT ωB97M-V with the def2-TZVPD basis set
Br -2.02 -1.28 1.44
S 2.26 3.04 -0.61
S 0.65 1.45 -2.49
Al 2.12 -1.00 1.68
O 0.54 -0.70 0.84
O 1.38 -2.43 2.52
N -2.30 3.52 0.26
N -0.36 2.75 -0.34
C 0.47 -2.95 1.62
C -0.21 -1.84 0.70
C 0.83 2.47 -1.06
C -0.39 0.08 -1.93
C -1.43 3.57 -0.66
C -0.32 -2.18 -0.81
C -1.87 2.65 1.24
C -0.66 2.20 0.86
C 0.43 -1.22 -1.72
H -1.19 -0.13 -2.64
H 0.47 -1.70 -2.70
H 2.46 0.32 2.52
H 1.00 -3.57 0.88
H -0.35 -3.46 2.14
H -0.04 1.51 1.42
H -0.89 0.30 -0.98
H -0.01 -3.22 -0.97
H -2.39 2.37 2.13
H 1.45 -1.01 -1.41
H -1.38 -2.12 -1.07
H 3.23 -1.57 0.67
H -1.46 4.17 -1.55
```

spin multiplicity = 1
Kohn-Sham gap = 0.2782 Ha
HOMO = -0.2073 Eh
charge = -1



Entry from the OMol25 dataset: C3H3NOS2 in the gas phase (ωB97M-V with the def2-TZVPD basis set).

The geometry in XYZ format:
```
10
C3H3NOS2, DFT ωB97M-V with the def2-TZVPD basis set
S -1.60 -0.64 -0.57
S 1.18 1.29 -0.36
O 2.22 -1.10 -0.52
N -1.56 1.01 -0.23
C -0.12 -1.21 0.32
C 1.17 -0.55 -0.25
C -0.52 1.76 -0.10
H -0.03 -2.33 0.11
H -0.12 -1.06 1.40
H -0.61 2.83 0.20
```

SMILES = O=C1CSN=CS1
spin multiplicity = 1
Kohn-Sham gap = 0.3371 Ha
HOMO = -0.3306 Eh
energy relative to the best compared isomer or geometry (same formula, charge and spin) = 27.62 kcal/mol



Entry from the OMol25 dataset: a molecular structure, C27H38BrHfN8O (ωB97M-V with the def2-TZVPD basis set).

The geometry in XYZ format:
```
76
C27H38BrHfN8O, DFT ωB97M-V with the def2-TZVPD basis set
Hf 0.37 -0.05 -0.41
Br -1.23 -0.56 1.93
O -0.03 -2.35 -0.35
N -2.64 2.65 -2.21
N -0.50 -0.96 -2.59
N -0.73 1.76 -1.77
N -1.97 -3.24 -1.00
N -2.84 1.66 -1.38
N -1.72 1.13 -1.11
N 0.09 2.21 0.91
N 2.24 1.25 -1.59
C 1.68 -0.86 2.36
C 0.25 -0.73 4.35
C 1.36 -0.91 5.19
C -0.40 -4.67 0.14
C 2.78 -1.13 3.24
C 2.59 -1.13 4.64
C 4.21 -1.52 1.34
C 4.05 -1.43 2.69
C -1.49 -1.55 -5.13
C 3.07 2.44 0.45
C -4.15 2.79 -4.14
C 3.16 -1.17 0.48
C -2.47 -1.96 -1.50
C -2.24 -1.82 -4.00
C 1.04 2.63 1.99
C -4.94 1.51 -3.88
C 0.43 -0.71 3.00
C -3.69 3.42 -2.80
C -0.78 -3.35 -0.42
C -1.71 -1.54 -2.74
C -1.32 2.72 -2.45
C -2.97 2.55 -5.08
C 0.23 -0.76 -3.69
C 2.29 3.31 1.44
C -0.20 -1.06 -4.97
C 1.91 -0.78 0.95
C 2.60 2.57 -1.01
H 0.20 -4.52 1.04
H 4.88 -1.60 3.36
H -1.27 -5.27 0.37
H 4.12 2.71 0.51
H 2.99 1.40 0.77
H -0.03 3.06 0.34
H -2.38 3.45 -5.21
H -0.83 3.43 -3.08
H 3.35 -1.24 -0.59
H 1.72 3.21 -1.08
H 1.23 -0.36 -3.54
H 3.39 3.04 -1.61
H 0.44 -0.90 -5.82
H -2.38 -1.21 -0.71
H 3.12 0.71 -1.60
H 3.45 -1.33 5.28
H -1.89 -1.75 -6.11
H 5.17 -1.80 0.93
H 0.23 -5.21 -0.57
H 2.03 4.26 0.97
H -3.32 4.43 -2.97
H -3.53 -2.09 -1.75
H 2.93 3.54 2.29
H -2.33 1.74 -4.73
H -5.83 1.73 -3.28
H -0.81 2.10 1.38
H -3.35 2.26 -6.06
H -4.81 3.52 -4.60
H -4.35 0.76 -3.36
H 0.55 3.32 2.68
H -0.73 -0.63 4.78
H 1.23 -0.91 6.26
H 1.33 1.74 2.55
H -2.58 -4.05 -1.06
H -5.28 1.09 -4.82
H -3.23 -2.23 -4.08
H 2.04 1.43 -2.58
H -4.53 3.44 -2.10
```

spin multiplicity = 1
Kohn-Sham gap = 0.2539 Ha
HOMO = -0.5857 Eh
energy relative to the best compared isomer or geometry (same formula, charge and spin) = 24.25 kcal/mol
charge = +3



Entry from the OMol25 dataset: 2 unconnected molecules or ions with the total composition C2H4O2 (ωB97M-V with the def2-TZVPD basis set).

The geometry in XYZ format:
```
8
C2H4O2, DFT ωB97M-V with the def2-TZVPD basis set
O 0.54 0.31 -1.04
O -1.16 -2.17 2.19
C -1.12 -1.37 1.26
C 1.12 1.40 -1.26
H -1.86 -1.30 0.43
H 1.91 1.53 -2.04
H 0.79 2.32 -0.72
H -0.22 -0.71 1.18
```

SMILES = C=O.C=O
spin multiplicity = 1
Kohn-Sham gap = 0.3687 Ha
HOMO = -0.3622 Eh
energy relative to the best compared isomer or geometry (same formula, charge and spin) = 58.87 kcal/mol



no.,total energy (Eh)
1,-2428.2384
2,-4084.3921
3,-4672.7428
4,-310.9885
5,-4223.6758
6,-1042.4547
7,-4186.1680
8,-229.0128